A.
5
Properties=species:S:1:pos:R:3 method="wB97M-V/def2-TZVPD" total_charge=+4 gap_ev=5.13 multiplicity=1 lumo_ev=-17.748 e_homo_ha=-0.84080
Sr -2.03 -0.84 0.57
Sr 1.78 -2.35 -0.52
Sr 1.62 1.69 -1.35
F 0.43 0.06 0.20
F -1.81 1.44 1.10

B.
5
Properties=species:S:1:pos:R:3 method="wB97M-V/def2-TZVPD" total_charge=+4 gap_ev=2.04 multiplicity=1 lumo_ev=-14.697 e_homo_ha=-0.61511
Sr -3.67 -3.63 1.27
Sr -0.44 2.53 -2.15
Sr 2.80 -2.41 -0.87
F -0.44 -0.35 0.55
F 1.76 3.87 1.20

Most stable structure: A

A.
9
Properties=species:S:1:pos:R:3 method="wB97M-V/def2-TZVPD" smiles="NC(=S)C(F)F" gap_ev=8.59 multiplicity=1 lumo_ev=-0.389 e_homo_ha=-0.33001
N 0.89 0.93 -0.03
C 0.41 -0.34 -0.01
S 1.49 -1.51 0.38
C -0.98 -0.39 -0.04
F -1.43 -1.51 -0.65
F -1.48 -0.48 1.28
H 2.01 0.89 -0.37
H 0.45 1.87 -0.11
H -1.37 0.53 -0.46

B.
9
Properties=species:S:1:pos:R:3 method="wB97M-V/def2-TZVPD" smiles="FC(F)/C=N/S" gap_ev=10.08 multiplicity=1 lumo_ev=0.421 e_homo_ha=-0.35484
F 0.96 0.24 -2.17
C 1.00 0.42 -0.83
F 2.24 -0.12 -0.42
C -0.06 -0.34 -0.20
N -0.68 0.19 0.79
S -1.83 -0.75 1.63
H 0.92 1.51 -0.56
H -0.15 -1.42 -0.50
H -2.39 0.29 2.26

Most stable structure: B